No. 1
# CsF

A structure of composition CsF (wB97M-V/def2-TZVPD, the Open Molecules 2025 dataset).

- ΔE to the lowest compared entry with this formula, charge and spin (kcal/mol) = 8.4
- net charge = 0
- multiplicity = 1
- frontier orbital gap (eV) = 7.49
- HOMO energy (eV) = -8.168

```
2
CsF | the Open Molecules 2025 dataset | wB97M-V/def2-TZVPD
Cs -9.237 21.073 -6.621
F -9.210 19.813 -9.160
```



No. 2
# CsH42O21

A structure of composition CsH42O21 (wB97M-V/def2-TZVPD, the Open Molecules 2025 dataset).

- ΔE to the lowest compared entry with this formula, charge and spin (kcal/mol) = 58.6
- net charge = +1
- multiplicity = 1
- frontier orbital gap (eV) = 9.23
- HOMO energy (eV) = -12.363

```
64
CsH42O21 | the Open Molecules 2025 dataset | wB97M-V/def2-TZVPD
Cs -10.653 -12.166 3.044
O -12.568 -16.071 3.395
H -12.160 -16.851 3.019
H -12.634 -16.263 4.330
O -7.719 -13.401 6.589
H -8.132 -14.183 6.222
H -7.468 -13.657 7.477
O -8.351 -7.995 4.803
H -8.309 -8.788 5.337
H -9.251 -7.971 4.479
O -12.277 -8.601 0.825
H -11.469 -8.484 1.325
H -12.712 -7.750 0.870
O -8.799 -15.610 4.006
H -8.371 -16.465 4.067
H -8.377 -15.184 3.260
O -7.890 -13.818 2.236
H -7.338 -13.696 1.464
H -7.555 -13.186 2.872
O -7.167 -10.190 0.666
H -6.212 -10.161 0.615
H -7.460 -10.068 -0.237
O -13.860 -11.640 3.652
H -14.808 -11.570 3.544
H -13.745 -12.026 4.520
O -9.670 -9.693 1.701
H -8.979 -9.933 1.083
H -9.361 -8.881 2.103
O -13.217 -10.695 -0.287
H -12.962 -9.862 0.111
H -13.030 -10.582 -1.219
O -8.088 -10.524 5.594
H -7.596 -10.990 4.918
H -8.604 -11.204 6.026
O -6.593 -11.686 3.036
H -6.803 -10.935 2.480
H -5.663 -11.848 2.880
O -12.194 -9.460 5.865
H -12.102 -8.800 6.553
H -12.164 -8.961 5.048
O -15.094 -12.470 0.901
H -14.395 -12.971 1.323
H -14.642 -11.917 0.265
O -11.028 -11.800 6.489
H -11.768 -12.395 6.364
H -11.362 -10.943 6.226
O -13.154 -14.357 1.287
H -12.998 -14.956 2.017
H -13.063 -14.902 0.505
O -13.175 -8.857 3.514
H -13.549 -9.729 3.381
H -12.942 -8.560 2.634
O -9.561 -14.971 0.071
H -9.969 -14.110 -0.022
H -8.620 -14.795 0.037
O -10.805 -12.411 -0.401
H -10.534 -11.901 -1.164
H -11.583 -11.959 -0.074
O -12.946 -13.536 5.974
H -12.842 -14.445 5.692
H -13.741 -13.540 6.508
O -9.500 -11.560 8.712
H -9.776 -11.604 7.797
H -9.653 -12.441 9.052
```



No. 3
# CsO4S

A structure of composition CsO4S (wB97M-V/def2-TZVPD, the Open Molecules 2025 dataset).

- ΔE to the lowest compared entry with this formula, charge and spin (kcal/mol) = 26.5
- net charge = -1
- multiplicity = 1
- frontier orbital gap (eV) = 5.79
- HOMO energy (eV) = -3.783

```
6
CsO4S | the Open Molecules 2025 dataset | wB97M-V/def2-TZVPD
Cs 0.198 -2.263 -0.241
S -0.055 0.470 0.071
O -0.738 -0.193 -1.040
O 0.080 -0.529 1.135
O 1.252 0.849 -0.412
O -0.737 1.668 0.486
```



No. 4
# CuH11O6

A structure of composition CuH11O6 (wB97M-V/def2-TZVPD, the Open Molecules 2025 dataset).

- net charge = -1
- multiplicity = 2
- frontier orbital gap (spin up / spin down) (eV) = 5.60 / 8.24
- <S²> = 0.75
- HOMO energy (spin up / spin down) (eV) = -2.338 / -5.160

```
18
CuH11O6 | the Open Molecules 2025 dataset | wB97M-V/def2-TZVPD
Cu 18.924 -13.649 -14.773
O 19.169 -12.598 -16.749
H 19.508 -11.731 -17.044
O 20.281 -14.903 -17.875
H 19.792 -14.244 -17.382
H 21.108 -14.991 -17.402
O 17.823 -10.752 -15.116
H 18.285 -11.190 -15.831
H 17.658 -9.868 -15.443
O 21.723 -12.173 -15.887
H 21.703 -11.249 -16.135
H 20.857 -12.504 -16.122
O 16.903 -13.683 -17.375
H 17.762 -13.350 -17.117
H 17.044 -14.616 -17.534
O 18.771 -12.356 -19.368
H 18.964 -12.590 -18.460
H 18.075 -11.702 -19.304
```



No. 5
# F12P2Rb

A structure of composition F12P2Rb (wB97M-V/def2-TZVPD, the Open Molecules 2025 dataset).

- net charge = 0
- multiplicity = 2
- frontier orbital gap (spin up / spin down) (eV) = 12.18 / 2.28
- <S²> = 0.75
- HOMO energy (spin up / spin down) (eV) = -12.995 / -11.982

```
15
F12P2Rb | the Open Molecules 2025 dataset | wB97M-V/def2-TZVPD
Rb 0.279 1.708 -0.034
P 0.792 0.006 3.076
F 0.484 0.282 4.690
F 1.852 1.233 2.911
F 1.991 -0.972 3.488
F 1.217 -0.278 1.557
F -0.184 -1.315 3.013
F -0.431 0.970 2.550
P -0.826 -0.260 -3.042
F -1.771 -1.500 -3.581
F -0.888 -0.795 -1.491
F 0.493 -1.096 -3.436
F 0.080 0.919 -2.541
F -0.860 0.457 -4.505
F -2.229 0.640 -2.655
```



No. 6
# F18K4P3

A structure of composition F18K4P3 (wB97M-V/def2-TZVPD, the Open Molecules 2025 dataset).

- ΔE to the lowest compared entry with this formula, charge and spin (kcal/mol) = 0.0
- net charge = +1
- multiplicity = 1
- frontier orbital gap (eV) = 7.33
- HOMO energy (eV) = -12.192

```
25
F18K4P3 | the Open Molecules 2025 dataset | wB97M-V/def2-TZVPD
K 4.925 -8.397 4.816
K 7.093 -9.996 -0.337
K 10.320 -11.123 4.608
K 5.763 -13.697 5.991
P 6.780 -11.860 2.972
F 6.446 -10.275 3.376
F 7.992 -11.489 1.984
F 7.778 -12.085 4.192
F 7.216 -13.362 2.632
F 5.393 -12.318 3.784
F 5.922 -11.618 1.658
P 1.863 -14.193 4.091
F 1.658 -12.575 4.290
F 3.340 -13.881 3.453
F 2.395 -14.400 5.520
F 2.022 -15.765 3.819
F 0.263 -14.317 4.579
F 1.341 -14.067 2.580
P 8.837 -13.343 7.585
F 8.453 -12.672 9.056
F 9.788 -14.358 8.382
F 7.774 -14.563 7.856
F 9.107 -13.955 6.138
F 7.637 -12.370 7.008
F 10.045 -12.260 7.302
```



No. 7
# F24InN3O12P3S6

A structure of composition F24InN3O12P3S6 (wB97M-V/def2-TZVPD, the Open Molecules 2025 dataset).

- ΔE to the lowest compared entry with this formula, charge and spin (kcal/mol) = 206.7
- net charge = -3
- multiplicity = 1
- frontier orbital gap (eV) = 1.28
- HOMO energy (eV) = -5.666

```
49
F24InN3O12P3S6 | the Open Molecules 2025 dataset | wB97M-V/def2-TZVPD
In 18.641 -16.793 1.696
P 24.205 -14.050 1.941
F 23.842 -15.515 2.609
F 25.659 -14.719 1.556
F 23.476 -14.641 0.581
F 24.623 -12.611 1.165
F 22.791 -13.527 2.467
F 24.839 -13.543 3.368
P 18.559 -14.036 7.540
F 18.477 -14.973 8.819
F 19.141 -12.692 8.194
F 20.051 -14.679 7.307
F 18.612 -13.342 5.981
F 17.864 -15.327 6.851
F 17.022 -13.466 7.914
P 22.107 -21.032 -2.186
F 20.631 -21.312 -1.487
F 21.454 -21.082 -3.684
F 21.691 -19.506 -2.050
F 23.537 -20.624 -2.811
F 22.696 -20.897 -0.692
F 22.338 -22.575 -2.187
N 12.963 -21.665 -3.314
S 11.763 -21.304 -2.538
O 11.002 -20.115 -2.922
O 11.744 -21.597 -1.140
F 10.934 -22.555 -3.129
S 13.742 -20.134 -3.260
O 14.391 -19.689 -2.011
O 13.198 -19.095 -4.131
F 14.996 -20.716 -4.060
N 18.704 -13.520 -2.633
S 18.674 -13.498 -4.257
O 19.930 -13.278 -4.999
O 17.469 -13.069 -4.972
F 18.546 -15.098 -4.315
S 18.924 -11.859 -2.623
O 17.798 -10.961 -2.982
O 20.294 -11.435 -2.905
F 18.756 -11.810 -0.972
N 18.648 -21.568 4.285
S 17.700 -22.749 4.639
O 17.357 -23.053 6.007
O 17.571 -23.744 3.598
F 16.383 -21.793 4.352
S 19.899 -22.377 5.225
O 20.338 -23.669 4.685
O 19.822 -22.226 6.657
F 21.119 -21.316 4.812
```



No. 8
# F2H10NNa2O9S2

A structure of composition F2H10NNa2O9S2 (wB97M-V/def2-TZVPD, the Open Molecules 2025 dataset).

- ΔE to the lowest compared entry with this formula, charge and spin (kcal/mol) = 0.0
- net charge = +1
- multiplicity = 1
- frontier orbital gap (eV) = 9.56
- HOMO energy (eV) = -13.452

```
26
F2H10NNa2O9S2 | the Open Molecules 2025 dataset | wB97M-V/def2-TZVPD
Na 0.232 -0.124 -0.746
Na -1.556 2.211 -0.386
N -0.903 0.632 1.206
S 0.040 1.408 2.310
O 1.400 1.252 1.913
O -0.305 1.373 3.659
F -0.336 2.875 1.803
S -1.720 -0.455 2.072
O -2.705 0.102 2.898
O -0.895 -1.502 2.507
F -2.553 -1.080 0.850
O -0.399 -2.595 -0.809
H -1.222 -3.001 -0.525
H 0.221 -3.326 -0.878
O 1.087 2.211 -0.781
H 1.664 2.281 -0.011
H 1.567 2.622 -1.504
O 2.428 -0.838 0.344
H 2.387 -1.783 0.510
H 2.755 -0.460 1.166
O 1.613 -0.368 -2.848
H 2.313 -1.007 -2.691
H 1.668 -0.167 -3.785
O -1.997 0.043 -1.833
H -2.531 -0.755 -1.775
H -2.252 0.451 -2.666
```



Which value of multiplicity does entry 4 give?
2